This record from OMol25 describes a gas-phase ion, C3H8N3O (charge +1) in a non-equilibrium geometry. The level of theory is ωB97M-V with the def2-TZVPD basis set.

ORCA input file:
```
! wB97M-V def2-TZVPD RIJCOSX def2/J DEFGRID3
* xyz 1 1
N -1.6301 -0.3236 -0.8978
C -1.1976 -0.2923 0.5525
C 0.2629 -0.3495 0.7826
N 0.9580 -1.0141 -0.3614
N 1.9105 -0.3394 -0.7278
C 1.9916 0.8901 0.0909
O 0.7967 0.9804 0.8301
H -2.5157 -0.6723 -1.1479
H -1.0831 -1.0522 -1.3945
H -1.4091 0.6237 -1.3119
H -1.6067 0.7415 0.8840
H -1.9275 -1.0804 0.9778
H 0.4478 -0.8417 1.6874
H 2.8531 1.0578 0.7950
H 2.1494 1.6720 -0.7590
*
```

energy relative to the best compared isomer or geometry (same formula, charge and spin): 73.2 kcal/mol
orbital gap: 0.384 Eh
maximum force: 5.1 eV Å⁻¹


This record from OMol25 describes a molecular structure, C47H54N3O2P2PtS. The level of theory is ωB97M-V with the def2-TZVPD basis set.

ORCA input file:
```
! wB97M-V def2-TZVPD RIJCOSX def2/J DEFGRID3
* xyz 3 5
Pt 0.2302 -0.2809 -0.4203
C 1.5593 -0.9779 3.5806
C 2.5188 -1.4042 2.4682
P 1.6230 -1.6708 0.8793
C 3.0487 -1.8834 -0.2253
C 3.5751 -0.6834 -0.7189
C 4.7170 -0.6914 -1.5036
C 5.3409 -1.8983 -1.7929
C 4.8132 -3.0897 -1.3163
C 3.6658 -3.0886 -0.5359
C 0.6889 -3.1560 1.3274
C 1.2969 -4.3241 1.7805
C 0.5151 -5.3824 2.2189
C -0.8679 -5.2689 2.2406
C -1.4785 -4.1018 1.8011
C -0.7037 -3.0509 1.3410
P 0.7172 0.5942 3.0501
C -1.0690 0.4649 3.3629
C -1.6792 -0.2325 4.4002
C -3.0538 -0.1489 4.5700
C -3.8132 0.6545 3.7359
C -3.2295 1.3461 2.6823
C -1.8652 1.2200 2.4753
C 1.3476 1.8480 4.1945
C 0.5527 2.4288 5.1837
C 1.1405 3.2703 6.1179
C 2.4952 3.5681 6.0476
C 3.2773 3.0215 5.0359
C 2.7049 2.1708 4.1058
H 2.1029 -0.8040 4.5084
H 0.7948 -1.7399 3.7494
H 3.0118 -2.3512 2.7015
H 3.2984 -0.6553 2.3156
H 3.0856 0.2530 -0.4664
H 5.1305 0.2352 -1.8799
H 6.2446 -1.9136 -2.3874
H 5.3081 -4.0232 -1.5494
H 3.2480 -4.0207 -0.1776
H 2.3757 -4.4189 1.7970
H 0.9866 -6.2976 2.5510
H -1.4690 -6.0912 2.6047
H -2.5572 -4.0165 1.8137
H -1.1672 -2.1358 0.9854
H -1.0809 -0.8246 5.0811
H -3.5334 -0.6976 5.3689
H -4.8768 0.7553 3.9078
H -3.8354 1.9758 2.0390
H -1.7483 2.3768 0.8645
H -0.5027 2.1943 5.2498
H 0.5378 3.6890 6.9138
H 2.9419 4.2300 6.7771
H 4.3291 3.2652 4.9711
H 3.3104 1.7550 3.3081
C -0.6388 5.2991 3.7324
S -0.4897 4.8851 1.9980
C -1.7014 5.9921 1.2799
O -1.2020 1.8015 1.4282
H -0.6323 6.3846 3.8407
H 0.2077 4.8579 4.2570
H -1.5767 4.8890 4.1166
H -1.4832 7.0142 1.5942
H -2.6989 5.7054 1.6203
H -1.6294 5.9146 0.1973
C -1.3492 3.6675 -4.3310
N -1.4199 3.0770 -2.9969
C -2.7444 2.9514 -2.3988
C -0.3430 2.5903 -2.3751
C 0.9882 2.7734 -3.0414
O -0.4357 2.0189 -1.2612
H -2.3028 4.1302 -4.5662
H -1.1442 2.9115 -5.0920
H -0.5786 4.4345 -4.3944
H -3.3281 3.8437 -2.6153
H -2.6470 2.8384 -1.3228
H -3.2741 2.0799 -2.7891
H 1.2274 3.8352 -3.1284
H 0.9965 2.3468 -4.0446
H 1.7507 2.2941 -2.4341
C 0.9727 -0.4232 -5.8808
C 1.6955 -0.4603 -4.6888
C 1.0384 -0.4535 -3.4806
C -0.3755 -0.4629 -3.4102
C -1.0864 -0.3528 -4.6293
C -0.4164 -0.3554 -5.8363
N -0.9851 -0.5147 -2.1833
C -2.2968 -0.8560 -1.9800
C -3.0488 -1.6692 -2.8565
C -4.3769 -1.9370 -2.5984
C -4.9961 -1.4303 -1.4604
C -4.2507 -0.6878 -0.5461
C -2.9240 -0.4176 -0.7924
H 1.4908 -0.4165 -6.8301
H 2.7777 -0.4800 -4.7090
H 1.6079 -0.4760 -2.5598
H -2.1591 -0.2223 -4.6192
H -0.9784 -0.2874 -6.7584
H -2.5621 -2.1290 -3.7047
H -4.9343 -2.5641 -3.2811
H -6.0416 -1.6324 -1.2728
H -4.7185 -0.3318 0.3626
H -2.3377 0.1578 -0.0883
C 2.1090 -4.8288 -3.8220
C 0.6313 -4.5610 -3.4880
C 0.5067 -3.6037 -2.4070
N 0.4554 -2.8153 -1.5733
H 2.1699 -5.3531 -4.7728
H 2.5804 -5.4454 -3.0592
H 2.6575 -3.8908 -3.9034
H 0.1196 -5.4856 -3.2176
H 0.1211 -4.1425 -4.3594
*
```

<S²>: 6.06
orbital gap (alpha / beta): 0.296 / 0.129 Eh
maximum force: 0.8 eV Å⁻¹


This record from OMol25 describes 2 unconnected molecules or ions with the total composition C6H18N4 in a non-equilibrium geometry. The level of theory is ωB97M-V with the def2-TZVPD basis set.

ORCA input file:
```
! wB97M-V def2-TZVPD RIJCOSX def2/J DEFGRID3
* xyz 0 1
C -1.1631 -1.1569 -0.3178
C 1.6759 -1.1804 0.6825
C 1.2390 -0.3675 -1.5281
C -1.8942 -1.5068 0.9491
N 0.7564 -0.4110 -0.1456
H -0.6090 -2.0290 -0.6776
H -1.7960 -0.8629 -1.1464
H 1.8638 -2.1479 0.2130
H 1.2583 -1.3455 1.6722
H 2.6453 -0.6718 0.7904
H 0.5876 0.2728 -2.1169
H 2.2636 0.0200 -1.5835
H 1.2270 -1.3788 -1.9420
H -2.6693 -0.7767 1.1722
H -1.2118 -1.5341 1.8026
H -2.3340 -2.5105 0.8705
C 0.2880 1.0162 0.4183
N 1.2012 2.0488 -0.0135
N 0.2546 0.9867 1.8510
N -1.2123 1.6343 -1.4729
C -1.1117 1.1387 -0.1151
H -0.4719 0.4075 2.2424
H 0.9942 2.3100 -0.9701
H 2.1803 1.7900 0.0619
H 1.1628 0.9638 2.2917
H -1.5847 2.5761 -1.5240
H -1.7972 1.0463 -2.0632
H -1.7427 1.6685 0.5987
*
```

energy relative to the best compared isomer or geometry (same formula, charge and spin): 105.5 kcal/mol
orbital gap (alpha / beta): 0.265 / 0.265 Eh
maximum force: 1.0 eV Å⁻¹


This record from OMol25 describes 2 unconnected molecules or ions with the total composition CH4FNP2 in a non-equilibrium geometry. The level of theory is ωB97M-V with the def2-TZVPD basis set.

ORCA input file:
```
! wB97M-V def2-TZVPD RIJCOSX def2/J DEFGRID3
* xyz 0 3
C -0.1010 -2.3434 -0.2059
N -0.7927 -2.2439 -1.1779
F 0.4981 -3.5281 0.1275
P 0.5155 0.7145 -0.2563
P 0.2196 -0.4916 1.4451
H -1.3692 -1.4729 -1.4544
H -0.8367 0.9217 -0.5314
H 0.3177 1.9305 0.3141
H 1.6065 -0.7225 1.7504
*
```

energy relative to the best compared isomer or geometry (same formula, charge and spin): 73.3 kcal/mol
<S²>: 2.01
orbital gap (alpha / beta): 0.282 / 0.242 Eh
maximum force: 2.6 eV Å⁻¹


This record from OMol25 describes C6H7FS in the gas phase in a non-equilibrium geometry. The level of theory is ωB97M-V with the def2-TZVPD basis set.

ORCA input file:
```
! wB97M-V def2-TZVPD RIJCOSX def2/J DEFGRID3
* xyz 0 1
F -2.5360 1.2077 1.7998
C -1.7019 0.5109 1.0749
C -1.9380 -0.1238 -0.0814
C -0.6619 -0.5048 -0.5969
C 0.3334 -0.1478 0.2204
C 1.7726 -0.1836 -0.1006
S 2.1572 -0.6039 -1.7964
C -0.2624 0.5386 1.4044
H -2.8683 -0.3183 -0.5219
H -0.6202 -1.0904 -1.5448
H 2.2615 -0.8463 0.6057
H 2.1644 0.8209 0.0638
H 2.0382 -1.8846 -1.5567
H 0.1610 1.5323 1.5844
H -0.0791 0.0426 2.3896
*
```

energy relative to the best compared isomer or geometry (same formula, charge and spin): 23.8 kcal/mol
orbital gap: 0.333 Eh
maximum force: 2.2 eV Å⁻¹


This record from OMol25 describes a molecular structure, C40H52CaN7OPSSbTe in a non-equilibrium geometry. The level of theory is ωB97M-V with the def2-TZVPD basis set.

ORCA input file:
```
! wB97M-V def2-TZVPD RIJCOSX def2/J DEFGRID3
* xyz -1 1
Ca 0.1130 -0.7541 -0.6914
N -4.4034 0.4003 -1.8683
C -3.0841 0.3344 -1.4187
S -1.9099 -0.2654 -2.5822
N -2.8876 0.7316 -0.2040
N -1.5669 0.6201 0.2051
C -1.3458 1.1005 1.4102
C -0.0807 0.9676 2.0304
C 0.1192 1.3890 3.3725
C 1.3289 1.2009 3.9750
C 2.3788 0.5824 3.2402
C 2.1228 0.2050 1.9455
N 0.9417 0.3614 1.3242
H -4.4773 0.4774 -2.8696
H -4.9423 1.0867 -1.3565
H -2.1574 1.5799 1.9564
H -0.7050 1.8594 3.8967
H 1.4773 1.5213 4.9996
H 3.3632 0.4312 3.6611
H 2.9045 -0.2340 1.3298
Te 2.5338 -0.3416 -2.4947
O -0.5603 -2.7033 0.2251
P -0.8104 -3.7756 1.2413
N -1.6580 -3.1215 2.4773
C -2.0564 -3.9088 3.6494
C -3.3352 -3.2289 4.1721
C -3.8119 -2.3605 3.0090
C -2.5104 -1.9250 2.3551
N -1.6646 -5.0728 0.6675
C -1.0019 -5.9182 -0.3593
C -2.0493 -6.1225 -1.4560
C -2.9536 -4.9046 -1.3112
C -3.0362 -4.7586 0.1984
N 0.6180 -4.4060 1.7258
C 0.8288 -5.6415 2.4673
C 2.2120 -6.0714 1.9976
C 2.9626 -4.7410 1.9140
C 1.8972 -3.7035 1.5143
H -1.2695 -3.8989 4.4096
H -2.2358 -4.9506 3.3656
H -3.0939 -2.5987 5.0302
H -4.0771 -3.9561 4.5010
H -4.4094 -1.5079 3.3306
H -4.4186 -2.9435 2.3111
H -2.0571 -1.0978 2.9095
H -2.5952 -1.5983 1.3210
H -0.6688 -6.8636 0.0763
H -0.1226 -5.4049 -0.7551
H -2.6207 -7.0354 -1.2681
H -1.5888 -6.2158 -2.4385
H -3.9317 -5.0312 -1.7751
H -2.4911 -4.0118 -1.7375
H -3.7473 -5.4685 0.6348
H -3.3319 -3.7559 0.5097
H 0.0381 -6.3604 2.2516
H 0.8325 -5.4635 3.5515
H 2.1341 -6.5319 1.0102
H 2.6864 -6.7867 2.6697
H 3.7856 -4.7602 1.2019
H 3.3816 -4.4870 2.8892
H 1.9842 -3.3928 0.4728
H 1.9635 -2.8051 2.1341
C 0.4904 1.6110 -5.0881
C 0.8431 3.0258 -4.7425
C 0.8404 3.9626 -5.7838
C 1.1014 5.3059 -5.5787
C 1.3583 5.7534 -4.2938
C 1.3634 4.8408 -3.2534
C 1.1335 3.4817 -3.4495
Sb 1.1113 2.2916 -1.6295
C -0.5421 3.5888 -0.9843
C -1.6209 3.2859 -1.8267
C -2.8698 3.8660 -1.6968
C -3.0853 4.7850 -0.6864
C -2.0377 5.0979 0.1582
C -0.7682 4.5217 0.0381
C 0.2608 4.9945 1.0280
C 2.8616 3.0918 -0.6510
C 2.8430 3.0765 0.7380
C 3.9418 3.4372 1.5003
C 5.1139 3.8069 0.8638
C 5.1718 3.7582 -0.5188
C 4.0770 3.3831 -1.2992
C 4.3009 3.2677 -2.7836
H 0.2180 1.5380 -6.1411
H -0.3519 1.2469 -4.4945
H 1.3141 0.9234 -4.8886
H 0.6131 3.6041 -6.7818
H 1.0885 5.9960 -6.4139
H 1.5469 6.8020 -4.0970
H 1.5503 5.2014 -2.2466
H -1.5032 2.5445 -2.6108
H -3.6632 3.5814 -2.3776
H -4.0534 5.2534 -0.5534
H -2.1924 5.8246 0.9496
H -0.0838 5.9100 1.5105
H 1.2238 5.2005 0.5618
H 0.4318 4.2570 1.8174
H 1.9540 2.7446 1.2628
H 3.8755 3.4021 2.5809
H 5.9911 4.0916 1.4323
H 6.1041 3.9868 -1.0244
H 5.3677 3.1534 -2.9808
H 3.9482 4.1449 -3.3266
H 3.7926 2.3957 -3.1939
*
```

orbital gap (alpha / beta): 0.159 / 0.212 Eh
maximum force: 1.1 eV Å⁻¹


Question: maximum force of number 3 (C6H18N4)?
Answer: 1.0 eV Å⁻¹


Question: What is the maximum force in the first record?
Answer: 5.1 eV Å⁻¹


Question: What is the maximum force in the first record?
Answer: 5.1 eV Å⁻¹


Question: What is the maximum force in the third record?
Answer: 1.0 eV Å⁻¹